Here is a molecular structure, C49H42N5O6P2TeW from the OMol25 dataset. Energies are from ωB97M-V with the def2-TZVPD basis set.

Each line ends with the Mulliken spin population.
Positions of all 106 atoms, in Å:
C -2.053 4.387 -1.429  0.0073
H 4.337 2.243 2.025  0.0001
H -3.174 1.478 5.181  -0.0001
H 3.997 -5.241 -2.672  0.0001
C -4.031 1.323 -0.610  0.0142
H 3.156 6.774 1.998  0.0000
O -4.391 3.881 -1.312  0.0056
H -1.347 3.300 -3.012  0.0024
C 3.856 -3.124 -2.384  -0.0007
H 3.433 -1.062 -1.964  0.0021
C -3.396 -0.579 4.627  0.0015
H 3.493 1.209 -4.079  -0.0002
C 2.229 6.222 2.063  -0.0004
H 2.509 1.061 5.702  0.0002
C -3.013 -1.686 -3.304  -0.0838
C 2.129 -4.679 -1.782  -0.0079
C 0.607 -3.746 2.911  0.0015
Te 1.928 -2.319 1.949  -0.0010
C 2.712 0.467 -4.167  0.0151
N 0.894 1.960 -1.331  0.0345
C 1.342 -3.641 -1.327  -0.0060
H 0.358 -3.837 -0.927  0.0072
H 4.828 -2.917 -2.810  -0.0003
H 0.534 0.274 4.481  -0.0002
H 3.816 -0.676 -5.578  -0.0009
C -2.975 -1.596 3.786  0.0006
O -2.242 0.036 0.192  0.0670
C -0.606 -5.808 2.935  0.0000
C -1.368 -0.107 2.800  0.0181
C 0.311 -1.412 0.871  0.0440
C -2.096 -0.794 -3.742  0.3754
C 1.299 0.836 2.558  -0.0095
C 3.501 1.818 2.563  0.0004
H -2.244 -0.241 -4.659  -0.0198
O -0.113 -2.567 -4.201  -0.0044
C 0.013 -3.473 4.141  -0.0010
C 1.977 5.205 1.174  0.0006
C 2.916 -0.599 -4.987  -0.0095
H -0.185 4.202 -2.262  -0.0004
C 0.108 5.842 3.131  0.0001
C -2.827 0.683 4.535  -0.0016
N -1.182 -5.542 4.099  -0.0003
W -0.867 1.244 -0.670  0.7349
C 3.537 1.728 3.944  0.0011
P -0.087 0.197 1.537  0.0235
C 1.359 0.717 3.942  0.0034
H -0.881 -6.757 2.491  0.0000
H 2.369 1.417 0.789  0.0075
C 0.363 -0.207 -3.814  -0.0247
H -4.177 -0.767 5.350  0.0000
H -4.466 1.019 -1.575  0.0017
C 2.390 1.371 1.874  0.0095
H 2.675 4.936 0.399  -0.0003
C -1.822 0.926 3.617  0.0074
H -1.371 1.908 3.533  0.0008
C -3.248 3.456 -1.162  0.0025
C -0.908 -0.383 -2.920  0.0189
O -4.289 -0.756 0.587  0.0221
H -1.640 -2.134 2.196  -0.0002
H 2.295 -2.620 -5.433  0.0000
C 1.676 1.641 -2.396  0.0267
N -2.897 2.219 -0.800  -0.0148
H 0.679 -3.977 -5.525  0.0006
H -3.886 -1.884 -3.909  0.0152
H -3.585 -3.115 -1.792  -0.0192
C 3.384 -4.424 -2.316  0.0053
H 1.765 -5.696 -1.727  0.0000
H 2.586 2.238 -2.450  0.0001
H -1.578 -2.723 -0.407  -0.0036
C 0.777 4.471 1.254  -0.0095
H -1.360 -4.202 5.628  0.0000
C 0.498 3.395 0.356  0.0664
C -0.869 -4.392 4.680  0.0002
H 1.505 7.354 3.743  0.0001
N 1.339 3.055 -0.612  -0.0096
C -0.262 -3.498 -5.239  0.0015
C -1.968 -1.357 2.871  0.0060
C 2.474 1.161 4.627  -0.0014
H 0.730 -5.229 1.358  -0.0001
C -3.545 0.077 0.123  -0.0096
H -0.950 -4.260 -4.873  0.0010
C 0.285 -4.958 2.304  0.0004
C 1.996 -1.684 -4.983  0.0031
C 1.819 -2.335 -1.386  0.0568
C -0.717 -1.296 -1.731  0.3367
C -1.712 -2.174 -1.331  -0.0763
O -0.637 2.680 0.511  -0.0461
C 1.564 0.623 -3.330  -0.0008
H -0.619 6.104 3.889  0.0000
P 0.800 -0.922 -0.794  -0.0931
N -1.009 3.624 -2.107  0.0147
H -4.831 1.806 -0.035  -0.0005
H -2.414 5.245 -2.016  0.0012
H 4.397 2.086 4.489  0.0002
O -1.220 0.903 -2.399  0.1581
H -1.662 4.765 -0.477  -0.0011
C -0.157 4.820 2.251  0.0059
C 3.078 -2.083 -1.912  0.0215
H -0.699 -3.025 -6.129  0.0000
H -3.429 -2.576 3.843  -0.0004
H -1.089 4.270 2.300  0.0014
H -0.028 0.372 -4.679  0.0054
C -2.844 -2.395 -2.098  0.3282
C 1.303 6.550 3.050  0.0008
H 0.231 -2.553 4.664  -0.0001
C 0.811 -1.555 -4.353  -0.0297

Atomic forces in eV per Å
-0.3246 0.1338 -0.2878
0.0508 0.0303 -0.0560
-0.0182 0.0502 0.0198
0.0263 -0.0514 -0.0431
0.2475 -0.0563 0.1164
0.0407 0.0162 -0.0197
-0.4353 0.0621 0.0644
0.1078 -0.0461 0.2403
0.2107 -0.1946 -0.0216
0.0467 0.0238 -0.0366
-0.0626 -0.0611 0.0381
0.0920 0.1300 -0.0272
0.0221 0.3628 0.3515
0.0355 0.0053 0.1301
0.1012 0.3480 -0.6307
-0.1008 -0.1042 0.0015
0.4012 0.0846 -0.0580
-1.0990 -0.6972 0.3328
0.9226 -0.5320 -1.0229
0.4936 0.9441 0.7933
-0.0405 0.1839 -0.0642
-0.0808 0.0013 0.0398
0.0751 -0.0087 -0.0214
-0.0122 -0.0149 0.0422
0.1104 0.0567 0.0009
-0.0542 0.0545 0.1713
-0.3366 -0.8558 0.1361
-0.0370 -0.1436 -0.1412
-0.0971 0.3029 -0.2953
1.8847 0.4993 0.5215
-0.2501 0.0967 0.1796
-0.1444 0.3177 -0.4417
0.0853 0.0494 0.0039
-0.0621 0.0374 -0.1504
0.4364 0.6661 0.1387
0.3271 0.0451 -0.2336
-0.6487 -0.6782 -0.2098
0.2277 1.2805 0.5654
-0.1005 -0.2544 0.0556
0.2732 0.5110 0.3124
-0.0762 0.1304 0.1282
-0.2307 -0.2041 0.1611
-1.0890 0.2187 2.8113
0.0770 -0.0286 0.0537
0.0556 -1.7420 0.9266
-0.1702 0.0925 -0.1307
0.0457 -0.0599 -0.1251
0.0288 0.0366 0.1240
-0.4883 -0.2266 0.2093
-0.0750 0.0088 0.0423
0.0145 -0.0088 0.1647
-0.1001 -0.1407 -0.1548
0.1622 0.0071 -0.0486
0.1361 -0.0865 -0.0909
-0.0299 0.0497 0.0512
1.0825 0.2058 -0.0691
0.2641 -0.4795 -0.3100
0.0385 -0.2355 0.0304
0.0234 0.0140 -0.0531
-0.0534 -0.1091 0.0074
0.0420 -0.8567 -0.2704
-0.0052 -0.4829 0.0038
-0.0278 -0.0184 0.1037
-0.1292 0.0300 -0.0700
-0.1084 -0.0474 0.1359
0.1825 0.0737 -0.0514
-0.0387 -0.0557 0.0071
-0.0658 -0.0208 0.0308
0.0045 0.1804 0.1450
0.1382 1.4703 1.3116
0.0161 0.1120 0.0756
0.8856 -1.8254 -2.7813
-0.0362 0.0320 0.1499
0.0338 0.0503 0.0537
-0.6302 0.9301 1.3771
0.0007 -0.2009 -0.2979
0.0843 0.0500 -0.0935
0.0174 0.0395 0.0972
-0.0064 -0.0415 -0.0885
-0.5142 0.8051 -0.3755
0.0374 0.0300 0.0102
0.1506 0.2717 0.0121
-1.1967 -0.6991 0.1217
0.4185 0.5614 -0.3672
-0.0301 -0.4525 -0.2577
0.4867 -0.0894 -0.1992
1.4747 3.2270 1.3711
-0.7093 0.8356 0.9539
-0.0194 -0.0272 0.0068
-1.2210 -1.9278 0.6206
-0.3478 0.5960 -0.2356
0.1499 -0.1418 -0.1124
-0.0490 -0.1796 0.2150
0.1129 0.0363 0.0553
-1.6157 -0.9064 -4.8972
-0.0450 -0.0587 -0.1142
0.2533 -0.6186 -0.8047
-0.1638 0.0607 0.2125
0.0842 0.0156 0.0774
-0.0414 -0.0429 -0.0173
-0.0017 -0.0197 0.0175
0.1409 -0.1992 0.1185
0.2399 -0.0763 0.2360
-0.1275 -0.2032 -0.1558
-0.0264 0.0676 0.0252
0.2725 -0.3207 -0.5776

- E_LUMO (alpha / beta) (Ha) = 0.069 / 0.046
- E_HOMO (alpha / beta) (eV) = -4.1 / -4.4
- relative energy (zero: lowest compared OMol25 entry of this formula, charge and spin) (kJ/mol) = 505.9
- DFT total energy (eV) = -98924.8737
- total charge = -1
- frontier orbital gap (alpha / beta) (eV) = 5.929 / 5.644
- 2S+1 = 3

Here is a molecular structure, C49H44AsN5S3SeV from the OMol25 dataset. Energies are from ωB97M-V with the def2-TZVPD basis set.

Each line ends with the Mulliken spin population.
Positions of all 104 atoms, in Å:
N -0.131 1.505 -4.403  0.0055
S -2.422 0.244 -3.802  -0.0244
C 2.736 -2.055 -3.831  -0.0600
H -3.638 -1.527 0.560  0.0050
C -2.630 1.592 3.363  0.0039
S 1.106 1.552 -8.177  0.0004
C 0.393 -2.795 0.400  0.0201
H 1.547 -2.978 -5.371  0.0031
C -0.595 -1.185 4.721  0.0030
H 3.631 -0.962 -2.204  -0.0071
C -1.034 -2.984 6.810  0.0000
C 1.880 2.522 -5.046  0.0026
C 0.337 1.417 -6.692  0.0007
C -0.640 -0.739 6.038  -0.0002
C 3.696 4.040 -5.424  -0.0001
C -2.317 -4.479 -3.604  0.0009
H -4.175 -1.709 -2.944  -0.0007
H 3.710 3.053 3.040  0.0002
C -0.723 2.336 0.501  0.0517
H -1.634 1.755 0.543  -0.0102
C 0.324 -1.941 -3.940  -0.0511
C -4.115 -2.432 -2.125  0.0079
H 0.257 -1.883 0.983  -0.0111
C 1.483 -0.799 -2.209  -0.1643
H -3.081 -5.240 -3.407  -0.0015
H 0.742 -5.399 -1.160  0.0015
As -0.286 -0.014 3.167  0.0216
H -1.546 3.965 1.605  0.0003
H -1.207 -3.679 7.623  0.0000
C 3.346 2.101 3.407  -0.0003
C -1.168 0.852 -4.806  0.0227
H 2.038 -1.312 4.630  0.0000
H 0.177 2.461 5.046  0.0000
H 2.370 2.236 -0.845  0.0104
H -1.462 -4.984 -4.057  0.0007
C -0.778 -2.540 4.462  0.0005
N 0.711 1.813 -5.455  0.0005
C -0.703 -2.965 -0.606  -0.0735
H 2.462 4.477 0.182  -0.0008
C 1.533 -2.381 -4.465  0.1352
H 4.233 4.699 -6.095  0.0000
H -1.138 -4.489 5.284  0.0000
C 2.018 1.755 3.200  -0.0014
C 0.254 -1.160 -2.785  0.1637
H 2.252 3.500 -6.915  0.0000
V -1.292 -0.358 -1.674  2.0991
H 1.354 -4.143 -2.238  0.0013
S -1.164 0.578 -6.527  0.0003
H -4.663 -2.002 -1.285  -0.0007
C 0.468 4.380 0.977  0.0286
C 2.715 -1.264 -2.700  0.0940
H 0.441 -3.643 1.096  -0.0014
C -0.843 2.501 4.683  0.0002
C 4.122 3.881 -4.115  -0.0006
H -0.896 -1.269 8.097  0.0000
C 3.409 3.041 -3.268  -0.0062
H 3.679 -2.409 -4.232  -0.0004
H -0.759 -2.896 3.438  -0.0004
C -0.675 3.597 1.077  -0.0023
C 4.203 1.225 4.056  -0.0003
C 0.470 -4.740 -1.993  -0.0003
C 1.525 2.619 -0.295  0.0353
H 1.366 2.438 2.671  0.0003
C -1.663 3.557 5.058  -0.0004
C -4.094 0.948 -0.323  0.0738
N 1.511 0.128 -1.185  0.5592
C -2.657 -1.979 0.693  0.0832
H -2.092 -1.318 1.353  -0.0449
H -2.797 -2.934 1.218  -0.0069
C -3.450 2.647 3.736  -0.0013
H -3.015 0.849 2.671  -0.0018
H -0.509 0.315 6.255  0.0000
H 1.372 -2.721 -0.085  -0.0018
H 3.715 2.909 -2.238  0.0006
H -3.598 4.466 4.865  0.0000
C 2.578 3.368 -5.898  0.0000
N 0.283 0.577 -0.862  0.0837
H -4.653 -3.326 -2.453  0.0010
C -0.994 -3.438 5.502  0.0001
C 1.563 3.878 0.282  -0.0213
C 2.398 -0.349 4.287  -0.0008
C 0.372 1.825 -0.199  -0.0306
Se -5.674 1.468 0.385  0.0120
C 1.529 0.533 3.650  -0.0005
C -1.320 1.511 3.831  -0.0016
C 2.293 2.363 -3.723  0.0059
H -1.276 4.330 5.712  0.0000
C -0.692 -3.864 -1.641  -0.0305
N -3.070 0.612 -0.752  -0.0183
C -2.965 3.633 4.584  0.0005
H -2.729 -3.799 -4.354  0.0000
H 4.392 -0.700 4.988  0.0000
H 4.997 4.408 -3.754  0.0000
H 0.259 -5.374 -2.855  -0.0010
C -1.949 -2.209 -0.633  0.0599
H 1.731 1.717 -3.064  0.0308
H -4.451 2.701 3.328  0.0008
H 5.242 1.491 4.208  0.0000
C 3.726 -0.003 4.493  0.0003
C -1.929 -3.736 -2.360  -0.0003
H 0.502 5.364 1.428  0.0025
C -2.705 -2.779 -1.745  -0.0505
H -0.598 -2.221 -4.444  -0.0043
C -0.858 -1.630 7.076  0.0000

Atomic forces in eV per Å
-0.2647 0.0257 -0.0738
-0.1846 0.2432 0.0148
0.0000 -0.0079 -0.0120
-0.0009 0.0052 0.0072
-0.0003 0.0595 -0.0486
0.0000 0.0945 0.1047
0.0086 0.0209 0.0106
0.0027 -0.0080 -0.0055
-0.0299 -0.1051 -0.1585
0.0060 0.0011 0.0101
0.0083 -0.0042 0.0166
0.1680 -0.0428 -0.0205
0.2790 -0.0924 0.0075
0.0277 0.0200 0.0003
0.0069 0.0190 -0.0341
0.0103 0.0094 0.0051
0.0234 -0.0045 -0.0168
-0.0042 0.0046 -0.0033
-0.0489 -0.0191 -0.0566
0.0638 -0.0014 0.0880
0.0027 -0.0318 0.0394
-0.0535 -0.0259 0.0413
-0.0020 -0.0235 -0.0054
0.0650 0.0568 0.1207
-0.0062 -0.0116 0.0032
0.0008 -0.0065 0.0004
-0.0088 0.1169 0.2447
-0.0146 -0.0018 0.0396
-0.0036 0.0006 0.0017
0.0037 0.0233 -0.0098
0.1294 -0.2262 0.2337
0.0028 0.0081 -0.0012
0.0220 0.0023 -0.0142
-0.0759 -0.0191 0.1206
0.0083 -0.0027 -0.0042
0.0020 -0.0250 0.0121
-0.0796 0.1438 -0.0583
0.0149 0.1016 0.0246
-0.0038 0.0075 -0.0130
0.0133 0.0229 -0.0367
0.0076 0.0063 0.0017
0.0001 0.0003 0.0025
0.0298 0.0075 -0.0552
0.2642 -0.1283 -0.2090
-0.0250 -0.0161 -0.0729
-0.6609 -0.3032 -0.2421
-0.0003 0.0121 -0.0009
-0.0965 0.0127 -0.0757
-0.0041 0.0118 0.0027
0.0091 -0.0117 0.0275
0.0302 -0.0152 -0.0105
-0.0005 0.0029 0.0076
0.0083 -0.0042 0.0188
-0.0290 -0.0341 0.0095
0.0043 -0.0005 0.0087
0.0433 0.0415 -0.0515
0.0001 0.0100 -0.0145
-0.0021 0.0036 -0.0179
0.0024 -0.0423 0.0189
0.0063 -0.0181 -0.0043
0.0324 0.0287 0.0019
-0.0437 0.0269 0.0882
-0.0455 0.0645 -0.0596
0.0211 0.0132 0.0061
-0.1794 0.1638 0.0942
-0.0424 -0.0944 -0.0686
0.0357 0.0700 -0.0105
0.0046 -0.0030 -0.0005
0.0029 -0.0119 0.0079
-0.0057 -0.0194 -0.0227
0.0008 -0.0029 -0.0150
-0.0072 -0.0002 -0.0103
0.0022 0.0021 -0.0111
0.0538 0.0133 -0.0602
0.0002 0.0095 -0.0027
-0.0370 0.0080 0.0326
0.2783 0.3366 0.0889
-0.0216 -0.0101 0.0115
-0.0109 -0.0083 -0.0059
0.0356 -0.0418 0.0431
-0.0149 0.0238 0.0659
-0.0764 -0.0710 -0.0614
0.1442 -0.0656 -0.0061
-0.0315 -0.0409 -0.0185
0.0181 -0.0250 -0.0809
-0.0077 -0.0332 -0.0289
0.0000 0.0011 0.0100
-0.0771 -0.0966 0.0149
0.2680 -0.1748 -0.1077
-0.0243 -0.0008 0.0015
-0.0072 0.0174 -0.0089
0.0010 -0.0012 0.0006
0.0071 0.0094 0.0013
-0.0013 -0.0152 -0.0100
-0.1858 -0.2452 0.3004
0.0693 0.0171 -0.0173
-0.0267 -0.0037 -0.0118
0.0117 0.0066 0.0051
0.0186 -0.0064 0.0093
0.0997 0.0406 -0.0791
0.0001 0.0144 -0.0135
0.0770 0.2599 0.0058
-0.0026 -0.0071 -0.0041
-0.0089 -0.0099 0.0084

- E_LUMO (alpha / beta) (Ha) = 0.142 / 0.142
- E_HOMO (alpha / beta) (eV) = -1.4 / -2.1
- relative energy (zero: lowest compared OMol25 entry of this formula, charge and spin) (kJ/mol) = 33.4
- DFT total energy (eV) = -243357.7979
- total charge = -2
- frontier orbital gap (alpha / beta) (eV) = 5.307 / 5.966
- 2S+1 = 4